A structure of composition C47H63N2O3S3Se2TaTe2 at a distorted geometry, computed with wB97M-V/def2-TZVPD.

Properties
Multiplicity = 1
Charge = 0
Energy = -238225.9198 eV
HOMO-LUMO gap = 6.591 eV
LUMO energy = -0.445 eV
Strongest force on any atom = 2.2 eV/Å

```
123
Properties=species:S:1:pos:R:3:nbo_charge:R:1
Ta -1.003 -1.021 0.398 2.046
C 1.483 -4.013 1.982 -0.416
N 1.081 -2.722 2.525 -0.440
C 0.555 -2.864 3.878 -0.416
C 2.202 -1.805 2.501 -0.225
C 1.743 -0.370 2.502 -0.235
N 1.292 0.105 1.186 -0.452
C 2.425 0.081 0.237 -0.239
C 2.505 -0.940 -0.882 -0.134
C 3.646 -0.781 -1.672 -0.174
C 3.847 -1.506 -2.827 -0.036
C 2.858 -2.437 -3.142 -0.153
C 1.710 -2.660 -2.386 -0.072
C 1.530 -1.870 -1.222 0.369
O 0.421 -1.993 -0.443 -0.825
C 0.796 -3.796 -2.909 -0.065
C -0.577 -3.888 -2.249 -0.602
C 0.556 -3.616 -4.423 -0.605
C 1.521 -5.130 -2.661 -0.596
C 5.029 -1.270 -3.775 -0.080
C 4.493 -0.741 -5.114 -0.596
C 6.008 -0.245 -3.200 -0.605
C 5.792 -2.582 -4.020 -0.597
C 0.835 1.510 1.304 -0.258
C -0.282 1.799 2.283 -0.031
C -0.432 3.130 2.659 -0.257
C -1.484 3.539 3.459 0.087
C -2.316 2.538 3.954 -0.230
C -2.189 1.189 3.645 -0.046
C -1.193 0.842 2.718 0.328
O -1.098 -0.423 2.162 -0.810
C -3.126 0.215 4.377 -0.078
C -4.589 0.548 4.027 -0.601
C -2.868 -1.261 4.061 -0.596
C -2.924 0.398 5.894 -0.592
C -1.745 5.007 3.810 -0.099
C -0.865 5.943 2.980 -0.606
C -1.454 5.242 5.301 -0.595
C -3.218 5.349 3.525 -0.597
H 2.305 -4.464 2.565 0.168
H 1.810 -3.891 0.946 0.209
H 0.637 -4.696 1.994 0.216
H 1.319 -3.259 4.570 0.169
H -0.296 -3.540 3.872 0.219
H 0.214 -1.898 4.255 0.199
H 2.800 -2.010 1.611 0.211
H 2.860 -1.958 3.369 0.180
H 2.572 0.264 2.837 0.183
H 0.936 -0.243 3.216 0.228
H 3.345 -0.002 0.815 0.202
H 2.473 1.055 -0.245 0.222
H 4.370 -0.030 -1.359 0.203
H 2.991 -3.037 -4.037 0.200
H -1.139 -2.961 -2.339 0.210
H -0.502 -4.144 -1.196 0.223
H -1.151 -4.673 -2.750 0.202
H 0.287 -2.579 -4.654 0.221
H -0.269 -4.259 -4.742 0.210
H 1.430 -3.888 -5.027 0.198
H 1.700 -5.277 -1.591 0.210
H 2.487 -5.164 -3.175 0.204
H 0.908 -5.966 -3.023 0.208
H 3.916 0.178 -4.966 0.212
H 3.833 -1.470 -5.596 0.210
H 5.322 -0.523 -5.800 0.206
H 5.537 0.736 -3.070 0.205
H 6.852 -0.121 -3.885 0.213
H 6.405 -0.568 -2.230 0.210
H 5.161 -3.340 -4.493 0.207
H 6.165 -2.993 -3.076 0.212
H 6.650 -2.404 -4.680 0.207
H 0.537 1.839 0.308 0.233
H 1.683 2.140 1.593 0.195
H 0.290 3.848 2.277 0.213
H -3.113 2.821 4.641 0.209
H -4.712 0.630 2.947 0.221
H -4.910 1.494 4.480 0.200
H -5.251 -0.244 4.390 0.212
H -3.136 -1.522 3.043 0.230
H -3.486 -1.869 4.733 0.203
H -1.823 -1.538 4.221 0.203
H -3.057 1.437 6.212 0.202
H -1.918 0.080 6.188 0.207
H -3.650 -0.218 6.438 0.209
H 0.199 5.800 3.198 0.207
H -1.113 6.981 3.217 0.212
H -1.021 5.792 1.905 0.215
H -0.402 5.039 5.525 0.211
H -2.065 4.587 5.930 0.208
H -1.671 6.281 5.576 0.207
H -3.502 5.032 2.515 0.210
H -3.377 6.429 3.608 0.209
H -3.896 4.858 4.229 0.208
Se -1.676 -3.267 1.107 -0.375
Te -3.708 -4.052 -0.125 0.133
Te -5.210 -2.037 0.865 0.118
Se -3.499 -0.347 0.106 -0.456
O -0.918 0.200 -1.031 -0.821
C -1.285 1.004 -2.184 0.064
C -2.493 1.866 -1.844 -0.123
C -3.547 2.174 -2.643 -0.269
C -4.435 3.122 -2.043 -0.245
C -4.018 3.513 -0.807 -0.420
S -2.554 2.748 -0.366 0.461
C -0.106 1.921 -2.550 -0.149
C 1.196 1.559 -2.705 -0.287
C 2.031 2.637 -3.124 -0.270
C 1.329 3.792 -3.301 -0.415
S -0.328 3.581 -2.954 0.479
C -1.608 0.098 -3.379 -0.149
C -2.484 -0.946 -3.445 -0.282
C -2.546 -1.537 -4.742 -0.245
C -1.729 -0.916 -5.639 -0.436
S -0.865 0.363 -4.913 0.469
H -3.700 1.730 -3.621 0.237
H -5.347 3.481 -2.514 0.226
H -4.500 4.207 -0.128 0.241
H 1.538 0.544 -2.564 0.251
H 3.101 2.546 -3.292 0.225
H 1.695 4.760 -3.623 0.240
H -3.078 -1.282 -2.604 0.255
H -3.179 -2.387 -4.985 0.228
H -1.575 -1.146 -6.689 0.242
```

***

A structure of composition C47H64N8RuS at a distorted geometry, computed with wB97M-V/def2-TZVPD.

Properties
Multiplicity = 5
Energy above the lowest of the compared OMol25 structures with the same formula, charge and spin = 211.3 kcal/mol
Charge = +2
Energy = -75096.9297 eV
HOMO-LUMO gap (spin up / spin down) = 5.054 / 5.144 eV
LUMO energy (spin up / spin down) = -6.197 / -7.245 eV
Strongest force on any atom = 1.0 eV/Å

```
121
Properties=species:S:1:pos:R:3:lowdin_charge:R:1
Ru -0.646 -0.232 -1.858 0.907
C 4.186 1.824 -4.188 -0.062
C 3.525 1.152 -2.986 -0.371
C 3.043 -0.261 -3.362 -0.049
C 4.413 1.074 -1.774 -0.098
C 5.779 1.146 -1.847 0.004
C 6.565 1.048 -0.691 0.022
C 5.991 0.894 0.581 0.001
C 4.634 0.799 0.735 -0.096
C 3.979 0.630 2.091 -0.358
C 3.345 -0.768 2.247 -0.055
C 4.938 0.884 3.251 -0.069
C 3.815 0.901 -0.465 -0.139
N 2.514 0.752 -0.360 0.238
C 1.417 1.417 -0.222 -0.271
C -1.036 1.316 -0.126 -0.364
N -1.933 0.358 -0.365 0.035
C -3.338 0.396 -0.227 -0.182
C -4.162 0.106 -1.331 -0.143
C -5.530 -0.016 -1.112 -0.022
C -6.085 0.155 0.146 -0.045
C -5.261 0.460 1.213 -0.023
C -3.884 0.574 1.055 -0.149
C -3.017 0.804 2.285 -0.368
C -3.016 -0.448 3.169 -0.040
C -3.463 2.031 3.086 -0.052
C -3.688 0.032 -2.778 -0.340
C -3.322 1.436 -3.278 -0.049
C -2.654 -1.054 -3.136 -0.085
C -1.191 2.714 -0.117 -0.140
C -2.315 3.573 -0.175 -0.018
C -2.333 4.979 -0.349 -0.047
C -1.312 5.996 -0.375 -0.011
C -0.050 5.816 0.167 -0.243
C 1.305 6.191 -0.034 -0.053
C 2.359 5.257 0.041 -0.062
C 2.430 3.812 0.059 -0.009
C 1.400 2.872 -0.088 -0.091
C 0.068 3.450 -0.274 -0.261
H 3.437 2.011 -4.957 0.086
H 4.951 1.184 -4.631 0.089
H 4.644 2.779 -3.920 0.089
H 2.652 1.749 -2.705 0.106
H 3.899 -0.892 -3.617 0.097
H 2.387 -0.212 -4.233 0.084
H 2.501 -0.737 -2.547 0.042
H 6.264 1.278 -2.805 0.122
H 7.644 1.089 -0.782 0.127
H 6.639 0.843 1.446 0.117
H 3.175 1.372 2.146 0.134
H 4.125 -1.534 2.199 0.100
H 2.603 -0.966 1.474 0.049
H 2.852 -0.834 3.220 0.087
H 5.712 0.113 3.302 0.091
H 4.386 0.855 4.191 0.089
H 5.424 1.860 3.179 0.091
H -6.178 -0.236 -1.954 0.122
H -7.154 0.053 0.290 0.116
H -5.696 0.596 2.197 0.119
H -1.991 0.974 1.973 0.106
H -4.028 -0.689 3.505 0.090
H -2.394 -0.292 4.055 0.086
H -2.623 -1.308 2.620 0.055
H -4.459 1.889 3.512 0.082
H -3.492 2.930 2.465 0.071
H -2.776 2.207 3.918 0.085
H -4.571 -0.262 -3.345 0.130
H -2.592 1.914 -2.626 0.036
H -4.213 2.066 -3.285 0.095
H -2.919 1.405 -4.295 0.092
H -1.561 -0.762 -3.222 -0.015
H -2.802 -1.347 -4.175 0.109
H -2.771 -1.937 -2.525 0.057
H -3.292 3.100 -0.160 0.119
H -3.323 5.362 -0.568 0.108
H -1.570 6.949 -0.826 0.127
H 1.556 7.219 -0.273 0.126
H 3.343 5.713 0.006 0.110
H 3.441 3.419 0.124 0.112
N -0.037 4.533 0.794 0.143
C 0.228 3.774 -1.805 -0.170
N 0.814 4.771 -2.456 0.239
N 0.046 2.629 -2.542 0.121
C -0.086 1.473 -2.730 -0.038
N 0.232 0.729 -0.216 0.014
H -0.914 4.380 1.295 0.173
H 0.765 4.451 1.415 0.175
H 0.777 5.711 -2.101 0.103
H 0.968 4.653 -3.447 0.145
C 2.110 -6.014 1.068 -0.095
C 1.847 -5.786 2.558 -0.243
C 0.664 -4.866 2.871 -0.188
C 0.896 -3.387 2.559 -0.163
N 0.841 -3.034 1.137 0.017
C -0.257 -2.900 0.404 -0.724
S -0.056 -2.555 -1.289 0.640
N -1.436 -3.097 0.976 0.057
C -2.746 -3.174 0.317 -0.192
C -3.561 -4.334 0.872 -0.182
C -2.931 -5.706 0.627 -0.247
C -2.707 -6.012 -0.854 -0.094
H 2.937 -6.711 0.931 0.078
H 2.373 -5.093 0.542 0.055
H 1.231 -6.442 0.575 0.078
H 2.748 -5.391 3.040 0.110
H 1.646 -6.753 3.025 0.113
H 0.442 -4.929 3.939 0.121
H -0.223 -5.229 2.341 0.090
H 1.884 -3.094 2.912 0.111
H 0.172 -2.766 3.097 0.122
H 1.703 -2.878 0.646 0.101
H -1.433 -3.375 1.947 0.123
H -2.569 -3.312 -0.744 0.065
H -3.280 -2.237 0.460 0.104
H -4.545 -4.296 0.396 0.124
H -3.726 -4.182 1.946 0.117
H -3.588 -6.462 1.062 0.114
H -1.979 -5.783 1.160 0.081
H -3.626 -5.856 -1.429 0.084
H -2.405 -7.052 -0.990 0.079
H -1.920 -5.386 -1.288 0.058
```